# 1
This record from OMol25 describes an isolated molecule of C13H16N2O6 in a non-equilibrium geometry. The level of theory is ωB97M-V with the def2-TZVPD basis set.

Structure (XYZ):
```
37
Properties=species:S:1:pos:R:3:forces:R:3
N -0.1399 -1.1680 -2.9312 1.608 0.485 -5.329
C -0.6956 0.0760 -2.5559 -3.210 2.744 0.485
C -1.4188 0.8523 -3.6984 1.330 1.692 3.048
C -1.8494 2.2624 -3.2167 -0.862 -1.256 2.259
O -1.9926 2.6311 -2.0350 0.900 -0.515 -3.105
O -2.2792 2.9165 -4.2889 -0.229 1.539 0.220
C -2.0073 -0.1815 -1.5967 1.013 -1.032 -1.863
O -3.1519 -0.1910 -2.0297 0.838 0.359 0.392
N -1.7148 -0.8642 -0.4691 -1.789 -0.978 0.082
C -0.7094 -0.7663 0.4988 3.564 2.041 -1.151
C 0.7768 -1.2863 0.1731 -1.014 0.098 -0.994
C 1.5035 -1.0473 1.4621 0.849 -1.126 1.171
C 0.9821 -1.4508 2.7290 -0.778 1.044 -2.642
C 1.7114 -1.3897 3.8699 1.516 -1.816 1.510
C 3.0931 -1.2349 3.7600 0.336 0.519 -1.030
O 3.9336 -1.5591 4.8325 0.460 -0.334 -2.141
C 3.6634 -0.7853 2.5067 -0.515 0.192 3.025
C 2.8381 -0.6173 1.4327 0.053 0.764 -2.349
C -0.6417 0.7159 1.0606 -0.349 -1.409 1.400
O -1.2974 1.0822 2.0205 1.143 -0.095 -2.156
O 0.2863 1.4323 0.3576 -0.350 -1.258 0.439
H -0.7133 -1.6713 -2.3985 -2.082 -4.423 2.232
H -0.3878 -1.4061 -3.9781 0.568 0.545 2.765
H 0.0646 0.5556 -1.9404 -0.307 1.061 -0.429
H -0.8287 0.9520 -4.5351 1.656 0.422 -1.920
H -2.3191 0.4091 -4.0383 -0.877 -0.847 0.137
H -2.6456 3.7859 -4.0098 0.204 -0.584 -0.109
H -2.5497 -1.3381 -0.1583 -0.176 0.116 0.278
H -0.9093 -1.3874 1.2899 -1.396 -1.129 1.641
H 1.2932 -0.7738 -0.6772 -0.603 -0.124 0.792
H 0.7870 -2.3899 -0.1673 -0.324 1.520 0.848
H -0.0622 -1.7542 2.7858 0.346 -0.096 0.226
H 1.3130 -1.8925 4.7684 0.206 0.797 -0.283
H 4.6844 -1.9602 4.3125 -0.661 0.591 1.427
H 4.6752 -0.3978 2.5930 0.034 -0.258 -0.500
H 3.2258 -0.1243 0.4523 -0.585 -1.118 1.820
H -0.1107 2.2398 0.0962 -0.518 1.870 -0.194
```
Positions in Å, forces in eV/Å.

Summary:
- net charge = 0
- HOMO level (eV) = -8.5
- max |F| (eV/A) = 5.587
- relative energy (zero: lowest compared OMol25 entry of this formula, charge and spin) (kcal/mol) = 90.26
- gap between HOMO and LUMO (eV) = 9.096
- SMILES = N[C@@H](CC(=O)O)C(=O)N[C@@H](Cc1ccc(O)cc1)C(=O)O
- LUMO level (Ha) = 0.0207

---

# 2
This record from OMol25 describes a cluster of 2 separate species, C3H4N3O3 in total in a non-equilibrium geometry. The level of theory is ωB97M-V with the def2-TZVPD basis set.

Structure (XYZ):
```
13
Properties=species:S:1:pos:R:3:forces:R:3
C -2.4588 0.1223 -0.0903 -0.055 0.670 0.650
C -1.8130 0.0233 -1.1245 -1.815 -1.581 0.403
C 0.4397 -0.6580 1.3507 0.227 -0.975 -0.150
N 0.4933 0.3495 -0.6780 -0.688 0.789 -2.853
N 0.5472 -0.8496 0.0890 1.118 1.467 -0.036
N 1.5005 1.2087 -0.6313 1.687 -1.338 2.483
O 0.5940 -1.9736 -0.5091 -0.050 1.019 0.142
O 1.6165 2.2332 -1.3293 -1.549 -0.988 -0.397
O 2.3826 0.9776 0.2309 0.613 0.199 0.057
H -2.8593 0.3501 0.9414 0.776 -0.367 -2.048
H -1.4785 -0.5555 -2.0024 -0.064 1.242 0.881
H 0.4474 0.2778 1.8184 -0.050 1.311 -0.095
H 0.5884 -1.5059 1.9347 -0.149 -1.449 0.963
```
Positions in Å, forces in eV/Å.

Summary:
- net charge = -1
- HOMO level (eV) = -4.7
- max |F| (eV/A) = 3.286
- relative energy (zero: lowest compared OMol25 entry of this formula, charge and spin) (kcal/mol) = 181.50
- gap between HOMO and LUMO (eV) = 8.706
- LUMO level (Ha) = 0.1474

---

# 3
This record from OMol25 describes an isolated molecule of C8H12NOP in a non-equilibrium geometry. The level of theory is ωB97M-V with the def2-TZVPD basis set.

Structure (XYZ):
```
23
Properties=species:S:1:pos:R:3:forces:R:3
C 2.0729 0.0743 -2.4214 0.390 -0.598 1.895
C 0.6437 0.3115 -2.0238 2.176 0.911 0.612
C 0.5353 0.4841 -0.6902 -2.340 0.600 2.518
N -0.7165 1.0050 0.3196 2.294 -2.408 -3.097
C -2.0634 0.3777 0.0274 -0.314 4.395 0.463
C -2.0516 -1.0749 0.1406 1.431 -1.328 -0.737
O -1.7205 -1.4992 1.4679 -0.388 0.685 -0.306
C -0.5822 -0.8548 1.9617 3.320 -2.550 0.357
C -0.3761 0.5633 1.6619 -0.334 3.347 0.262
P 2.1336 0.1016 0.1943 0.020 0.826 -0.689
C 2.9790 -0.0190 -1.4094 -1.479 0.723 0.115
H 2.4227 -0.1053 -3.4065 -0.230 0.125 -1.056
H 0.0514 0.7233 -2.7982 -1.323 -0.261 -0.412
H -2.3753 0.9766 -0.9093 -0.082 -1.875 1.146
H -2.7342 0.7375 0.9163 0.999 -0.198 -1.633
H -2.9773 -1.5184 -0.0728 -1.484 -0.491 -0.198
H -1.3545 -1.4684 -0.6274 0.095 -0.159 0.553
H 0.3816 -1.3361 1.5199 -1.544 0.182 0.313
H -0.4223 -1.0909 3.0404 -0.745 0.324 -0.611
H -1.0023 1.2809 2.2108 -0.029 -0.525 0.715
H 0.6489 0.9289 1.8521 -0.380 -0.590 0.372
H 2.4587 1.4948 0.5149 -0.219 -0.838 -0.239
H 4.0484 -0.0923 -1.4688 0.167 -0.297 -0.344
```
Positions in Å, forces in eV/Å.

Summary:
- net charge = 0
- HOMO level (eV) = -8.4
- max |F| (eV/A) = 4.544
- relative energy (zero: lowest compared OMol25 entry of this formula, charge and spin) (kcal/mol) = 77.38
- gap between HOMO and LUMO (eV) = 8.957
- SMILES = C1=CC(N2CCOCC2)=[PH]=C1
- LUMO level (Ha) = 0.0219

---

# 4
This record from OMol25 describes a structure of composition C2H4LiOSn in a non-equilibrium geometry. The level of theory is ωB97M-V with the def2-TZVPD basis set.

Structure (XYZ):
```
9
Properties=species:S:1:pos:R:3:forces:R:3
C -1.1272 -0.4210 0.3367 -4.728 0.461 1.445
H -1.7007 -0.7145 1.2297 0.789 -0.087 -0.368
C -0.4413 -1.4167 -0.3766 0.948 0.788 -0.262
H -0.5544 -2.4537 -0.0516 0.039 0.403 -0.224
H -0.1949 -1.2534 -1.4355 -0.251 -0.138 0.169
O -0.6467 0.8611 0.4196 0.543 0.803 -0.103
Li -1.9143 2.2237 0.3568 -0.515 -0.681 -0.148
Sn 1.1960 0.2446 0.2251 2.438 -0.914 -0.237
H -2.7881 0.4381 0.0758 0.737 -0.635 -0.272
```
Positions in Å, forces in eV/Å.

Summary:
- net charge = +1
- HOMO level (eV) = -11.7
- max |F| (eV/A) = 4.966
- relative energy (zero: lowest compared OMol25 entry of this formula, charge and spin) (kcal/mol) = 48.70
- gap between HOMO and LUMO (eV) = 6.204
- LUMO level (Ha) = -0.2013

---

- Among the records above, which one has the highest LUMO level?
  C3H4N3O3